Record 1
18
Properties=species:S:1:pos:R:3:forces:R:3:lowdin_charge:R:1 method="wB97M-V/def2-TZVPD" multiplicity=1 total_energy_ha=-405.509356 total_charge=+1 gap_ev=6.738
C -0.647 1.619 0.175 0.768 0.565 -0.856 -0.169
C 0.380 -1.204 -0.385 -0.313 -0.287 0.267 -0.157
C 1.800 -0.857 0.060 1.334 0.026 1.286 -0.133
C -0.754 -0.765 0.620 1.932 -0.288 -1.342 -0.170
C 2.137 0.535 -0.334 -3.565 -0.877 1.509 0.015
N -1.278 0.478 0.215 -3.376 0.679 -0.635 -0.067
N -1.314 2.704 -0.257 2.434 1.351 -0.340 0.071
F 2.765 1.283 0.447 0.891 0.353 -0.374 0.241
H 0.368 -0.708 -1.358 -1.201 -0.126 -0.101 0.110
H 0.203 -2.270 -0.566 0.782 0.109 0.032 0.124
H 1.973 -1.038 1.190 0.252 0.221 -1.994 0.174
H 2.527 -1.402 -0.616 -0.327 -0.132 0.797 0.173
H -1.559 -1.473 0.522 -0.087 -0.400 0.393 0.124
H -0.382 -0.687 1.630 0.108 -0.403 0.358 0.124
H 1.574 0.943 -1.188 1.148 0.473 -0.179 0.145
H -2.267 0.356 -0.110 0.935 0.785 0.363 0.172
H -0.721 3.544 -0.521 -1.259 -1.617 0.819 0.129
H -2.268 2.784 -0.563 -0.457 -0.432 -0.001 0.096

=====

Record 2
17
Properties=species:S:1:pos:R:3:forces:R:3:lowdin_charge:R:1 method="wB97M-V/def2-TZVPD" multiplicity=1 total_energy_ha=-703.224973 total_charge=+1 smiles="CNC#S(/C)=C/C#[NH+]" gap_ev=9.682
C -1.468 -0.627 -0.911 -0.662 0.966 -0.731 -0.302
C -0.850 -1.507 -0.145 0.406 -0.830 0.875 -0.252
C 0.341 0.521 0.009 1.007 0.410 1.027 -0.293
C 2.610 -0.026 -0.317 0.826 -0.410 0.150 -0.042
C -1.992 1.331 1.043 0.013 0.205 -0.296 -0.233
N 1.401 0.673 -0.695 -0.222 0.530 -0.683 -0.093
N -0.217 -2.325 0.454 -0.086 0.023 -0.664 0.255
S -1.237 1.108 -0.601 -0.550 -0.870 0.396 1.098
H -1.950 -0.893 -1.832 -0.119 -0.121 -0.130 0.089
H 2.432 -0.575 0.605 -0.049 0.084 -0.030 0.095
H 2.882 -0.732 -1.104 -0.040 0.055 0.039 0.103
H 3.433 0.675 -0.178 -0.099 0.035 -0.008 0.100
H -3.065 1.443 0.925 -0.084 -0.016 -0.148 0.066
H -1.577 2.234 1.481 0.092 0.129 -0.049 0.067
H -1.746 0.473 1.658 0.114 -0.084 -0.095 0.061
H 1.486 1.199 -1.567 -0.272 -0.015 0.100 0.164
H -0.483 -2.972 1.175 -0.275 -0.091 0.248 0.117

=====

Record 3
112
Properties=species:S:1:pos:R:3:forces:R:3:mulliken_spin:R:1 method="wB97M-V/def2-TZVPD" s2=6.048 multiplicity=5 total_energy_ha=-6195.064898 total_charge=+1 gap_ev="8.015 / 6.291"
Ir 0.366 -0.760 -0.554 -1.006 -1.414 -0.309 0.751
Br 5.390 -4.357 0.796 -0.070 0.159 -0.162 0.004
C 4.522 -3.023 -0.218 -1.034 -0.729 -0.172 0.043
C 3.320 -3.281 -0.787 0.736 -0.428 0.721 -0.008
C 2.713 -2.213 -1.520 0.555 -0.063 -0.574 0.047
C 3.194 -0.762 -1.384 -0.514 -0.393 0.037 0.023
C 4.582 -0.669 -0.867 0.141 -0.395 0.033 0.044
C 5.171 -1.736 -0.314 0.237 0.685 -0.114 0.003
N 2.216 0.056 -0.744 0.293 0.833 0.658 0.068
C 3.131 2.372 -1.237 0.184 0.278 -0.427 -0.061
C 2.277 3.611 -1.166 0.041 0.172 0.424 0.027
C 2.449 4.856 -1.624 0.197 -0.550 0.375 0.092
C 1.287 5.699 -1.837 -0.582 0.124 -0.012 -0.026
C 0.070 5.157 -1.991 0.180 0.266 0.071 0.061
C -0.179 3.724 -1.656 -0.075 0.111 0.311 -0.009
N 0.782 1.855 -1.292 0.059 0.187 0.374 0.064
H 2.825 -4.235 -0.697 0.046 -0.136 0.027 0.003
H 0.809 -2.948 -2.022 0.158 0.107 0.011 0.007
H 5.068 0.292 -0.873 0.087 0.105 -0.004 0.000
H 6.156 -1.642 0.116 0.070 0.011 0.032 0.002
H 3.924 2.435 -1.989 -0.134 0.009 0.047 -0.004
H 3.413 5.220 -1.944 0.197 -0.016 -0.140 0.002
H 1.447 6.750 -2.002 -0.052 0.179 -0.099 0.003
H -0.778 5.756 -2.281 -0.046 0.186 -0.050 -0.002
H -1.183 3.570 -1.266 0.116 -0.090 0.003 -0.002
O -1.608 2.362 0.545 -0.068 -0.569 0.110 -0.001
C -1.689 1.162 0.536 -0.396 1.017 -0.375 0.017
O -0.733 0.378 1.087 0.833 0.001 -0.062 -0.020
C -2.910 0.526 -0.052 -0.296 -0.185 -0.246 -0.011
C -4.015 1.382 -0.132 0.104 -0.005 0.062 0.001
C -5.219 0.950 -0.651 0.078 -0.045 -0.037 0.000
C -5.339 -0.347 -1.126 -0.027 0.028 0.030 0.000
C -4.254 -1.201 -1.069 0.022 0.053 0.105 0.000
C -3.038 -0.781 -0.531 0.060 0.014 0.009 0.009
P -1.634 -1.932 -0.591 -0.398 0.111 0.146 0.035
C -2.002 -3.165 0.696 0.173 0.117 -0.104 -0.020
C -3.129 -3.093 1.507 0.070 0.045 -0.169 -0.001
C -3.355 -4.069 2.463 -0.028 -0.045 0.071 0.000
C -2.474 -5.127 2.603 -0.015 0.051 -0.026 0.000
C -1.343 -5.198 1.804 0.100 -0.070 0.019 0.007
C -1.099 -4.214 0.865 -0.080 0.194 0.027 0.011
C -1.949 -2.820 -2.153 0.264 0.136 0.036 0.015
C -2.024 -4.204 -2.266 0.015 0.060 0.197 0.001
C -2.189 -4.787 -3.512 0.013 -0.095 -0.125 0.000
C -2.263 -3.999 -4.648 -0.025 -0.109 0.036 0.000
C -2.201 -2.619 -4.541 0.012 0.028 -0.023 0.002
C -2.054 -2.033 -3.300 0.038 -0.073 0.135 -0.002
H -3.910 2.397 0.225 0.000 -0.025 0.022 0.000
H -6.058 1.627 -0.696 -0.078 0.064 -0.006 0.000
H -6.270 -0.689 -1.553 -0.089 -0.039 -0.018 0.000
H -4.341 -2.204 -1.460 -0.023 -0.051 -0.026 0.000
H -3.825 -2.274 1.401 -0.062 0.053 0.004 0.000
H -4.222 -3.997 3.102 -0.100 -0.020 0.042 0.000
H -2.664 -5.895 3.336 -0.009 -0.082 0.103 0.000
H -0.651 -6.018 1.920 0.077 -0.068 0.012 0.000
H -0.203 -4.248 0.256 0.094 -0.088 0.003 -0.004
H -1.975 -4.830 -1.387 -0.004 -0.035 0.024 0.000
H -2.256 -5.862 -3.592 -0.005 -0.068 -0.011 0.000
H -2.377 -4.464 -5.613 -0.015 -0.041 -0.145 0.000
H -2.249 -2.003 -5.424 -0.068 0.088 -0.103 0.000
H -2.031 -0.958 -3.207 0.020 0.119 -0.060 -0.007
F 3.745 2.116 -0.034 0.081 -0.093 0.440 -0.003
C 2.061 1.237 -1.519 0.322 -0.300 -0.005 -0.016
C 0.898 3.181 -0.717 -0.100 0.253 -0.324 0.012
F 0.732 3.282 0.619 0.241 0.078 0.076 -0.009
C 0.292 2.518 -2.542 -0.288 -0.183 -0.351 -0.048
C -0.340 1.395 -3.304 0.146 -0.890 -0.046 0.108
C 0.569 0.401 -3.436 -1.029 0.650 -0.395 0.043
F 0.338 -0.714 -4.140 0.034 0.164 -0.003 0.002
C 1.985 0.696 -3.012 0.566 0.358 -0.322 0.138
C 2.911 -0.509 -2.956 -0.668 0.178 -0.220 0.070
C 2.294 -1.914 -2.925 0.716 0.503 0.194 0.721
N 1.286 -2.054 -1.882 -0.835 0.196 0.748 -0.006
C 4.122 -0.437 -3.721 0.070 -0.360 -0.101 0.027
N 5.144 -0.472 -4.230 0.517 -0.009 -0.273 0.032
F -1.591 1.396 -3.752 0.237 -0.030 0.060 0.002
C 1.382 2.940 -3.506 0.349 -0.082 -0.230 0.523
C 1.186 4.047 -4.305 -0.054 0.556 -0.520 -0.068
N 0.993 4.963 -4.981 -0.004 0.117 -0.234 0.271
C 2.386 1.953 -3.834 -1.266 -0.927 1.027 -0.133
N 3.413 2.016 -4.508 1.033 0.590 -1.061 1.103
C -0.453 -1.361 3.101 0.158 0.845 0.138 0.003
Si -0.187 0.519 2.813 -0.027 -0.969 0.964 0.036
C -1.506 1.570 3.787 0.142 0.032 -0.385 0.000
C -2.920 1.022 3.548 0.324 -0.119 -0.146 0.000
C -1.503 3.066 3.444 0.074 -0.084 -0.197 0.000
C -1.213 1.458 5.290 0.274 -0.122 -0.238 0.000
C 1.693 0.868 3.233 -0.151 0.093 -0.319 -0.006
C 2.160 2.321 3.110 -0.208 -0.092 -0.154 -0.002
C 1.945 0.442 4.686 -0.433 0.002 0.010 0.000
C 2.599 0.005 2.350 -0.386 0.180 -0.185 0.006
H -0.020 -1.688 4.038 0.091 -0.089 0.228 0.000
H 0.011 -1.947 2.307 0.092 0.049 -0.074 0.000
H -1.508 -1.626 3.118 -0.118 0.068 -0.043 0.002
H -3.196 1.051 2.497 -0.155 -0.030 -0.065 0.000
H -3.639 1.638 4.087 -0.078 0.071 0.085 0.000
H -3.020 -0.001 3.903 -0.066 -0.140 0.026 0.000
H -1.811 3.247 2.420 -0.034 0.119 0.064 0.000
H -0.517 3.502 3.569 0.089 0.121 0.049 0.000
H -2.190 3.591 4.107 -0.080 0.034 0.144 0.000
H -1.036 0.433 5.602 0.007 -0.214 0.170 0.000
H -2.062 1.844 5.854 -0.121 0.036 0.017 0.000
H -0.347 2.056 5.557 0.094 0.039 0.108 0.000
H 1.474 3.015 3.585 -0.032 0.155 0.123 0.000
H 2.277 2.611 2.075 0.000 0.094 -0.146 0.002
H 3.131 2.431 3.588 0.139 -0.037 0.100 0.000
H 1.505 1.138 5.391 -0.044 0.031 0.181 0.000
H 3.019 0.435 4.861 0.149 0.017 -0.042 0.000
H 1.574 -0.555 4.900 -0.027 -0.180 0.127 0.000
H 2.483 0.269 1.304 0.111 -0.062 0.076 0.018
H 2.389 -1.055 2.467 0.008 -0.277 0.048 0.004
H 3.640 0.182 2.612 0.168 -0.006 0.159 0.001

=====

Record 4
5
Properties=species:S:1:pos:R:3:forces:R:3:lowdin_charge:R:1 method="wB97M-V/def2-TZVPD" multiplicity=1 total_energy_ha=-977.158226 gap_ev="10.111 / 6.643"
O -1.860 0.485 -0.071 1.637 0.271 -3.897 -0.265
F 2.197 -0.672 -1.198 0.229 -0.176 -0.387 -0.454
P 1.740 -0.800 0.314 0.629 -0.733 0.187 0.430
Cl 0.348 0.557 0.320 -0.333 0.985 0.555 0.365
H -2.425 0.430 0.635 -2.162 -0.347 3.542 -0.076